a) The following is a quantum chemistry calculation of an isolated ion of composition C2H2NO3S2 and charge -1, from the OMol25 dataset.

Charge: -1
Molecular weight: 152.2 g mol⁻¹
LUMO energy (spin up / spin down): 3.17 / 3.16 eV
Frontier orbital gap (spin up / spin down): 7.15 / 7.08 eV
HOMO (spin up / spin down): -0.146 / -0.144 Ha

Atoms and positions in Å:
C  -0.621  -1.207  -0.204
C  -1.031  0.167  0.313
N  0.605  -1.393  -0.597
O  -1.570  -1.983  -0.389
O  0.857  2.725  0.177
O  2.515  -0.477  0.752
S  0.514  1.712  -0.866
S  1.796  -0.369  -0.516
H  -2.035  0.534  -0.156
H  -1.030  0.292  1.486

Need the natural (NBO) charges? In units of e they are: C 0.58; C -0.52; N -0.91; O -0.67; O -0.96; O -0.95; S 0.69; S 1.30; H 0.21; H 0.22

b) The following is a quantum chemistry calculation of a 2-piece molecular cluster, C2H2NO3S2 overall, from the OMol25 dataset.

Charge: -1
Molecular weight: 152.2 g mol⁻¹
LUMO energy: 3.57 eV
Frontier orbital gap: 8.04 eV
HOMO: -0.164 Ha

Atoms and positions in Å:
C  -0.950  1.997  0.698
C  0.521  -0.954  -1.725
N  -0.074  1.246  1.027
O  -1.573  2.922  0.354
O  -0.348  -1.418  -2.473
O  1.552  -0.764  1.236
S  -1.202  -1.446  1.821
S  0.401  -0.300  2.006
H  1.531  -1.278  -1.605
H  0.143  -0.004  -1.339

Need the natural (NBO) charges? In units of e they are: C 0.81; C 0.27; N -0.80; O -0.59; O -0.55; O -0.99; S -0.64; S 1.22; H 0.13; H 0.14

b) is favored, and the nearest alternative lies 0.0744 hartree above it.

a) The following is a quantum chemistry calculation of C48H47IrN3SSi as an isolated structure, from the OMol25 dataset.

Charge: +1
Molecular weight: 918.3 g mol⁻¹
LUMO energy: -2.76 eV
Frontier orbital gap: 7.44 eV
HOMO: -0.375 Ha

Atoms and positions in Å:
Ir  1.400  0.234  0.596
C  4.770  0.820  -0.281
C  3.626  1.135  0.646
C  3.476  0.431  1.841
C  4.512  -0.568  2.271
C  2.306  0.655  2.647
C  2.105  -0.116  3.920
C  1.428  1.725  2.335
C  0.394  2.126  3.355
C  1.648  2.527  1.154
C  0.790  3.734  0.893
C  2.719  2.206  0.316
C  3.016  3.032  -0.904
H  5.657  1.396  -0.007
H  4.531  1.060  -1.313
H  5.036  -0.234  -0.238
H  4.292  -1.577  1.911
H  4.579  -0.615  3.354
H  5.493  -0.290  1.893
H  2.486  0.462  4.766
H  2.628  -1.064  3.900
H  1.051  -0.329  4.088
H  -0.558  1.631  3.190
H  0.226  3.199  3.325
H  0.729  1.874  4.357
H  1.320  4.639  1.200
H  -0.153  3.688  1.427
H  0.543  3.829  -0.162
H  2.940  2.441  -1.819
H  4.038  3.409  -0.848
H  2.352  3.884  -0.996
S  1.759  -0.881  -5.915
C  1.678  -0.483  -4.216
C  0.927  0.557  -3.679
C  0.873  0.710  -2.313
N  1.514  -0.092  -1.453
C  2.315  -1.041  -1.975
C  2.420  -1.267  -3.326
C  0.424  0.097  -6.562
C  -0.896  -0.240  -6.292
C  -1.893  0.563  -6.824
N  -1.652  1.625  -7.591
C  -0.385  1.920  -7.857
C  0.693  1.194  -7.363
H  0.356  1.227  -4.304
H  0.282  1.498  -1.873
H  2.860  -1.652  -1.272
H  3.054  -2.067  -3.683
H  -1.141  -1.095  -5.676
H  -2.935  0.340  -6.628
H  -0.216  2.782  -8.490
H  1.709  1.480  -7.596
C  -3.816  -3.400  2.981
C  -2.809  -4.162  2.233
C  -1.643  -3.791  1.710
C  -1.471  -1.105  1.883
C  -2.218  -1.870  4.197
C  -3.585  -2.443  3.872
Si  -1.000  0.106  0.527
C  -1.867  1.796  0.595
C  -1.917  2.548  -0.587
C  -2.479  3.813  -0.641
C  -3.033  4.374  0.502
C  -3.045  3.639  1.676
C  -2.478  2.371  1.715
C  -1.770  -0.649  -1.057
C  -1.196  -1.650  -1.850
C  -1.866  -2.223  -2.920
C  -3.154  -1.813  -3.232
C  -3.761  -0.839  -2.453
C  -3.079  -0.272  -1.384
H  -4.841  -3.728  2.850
H  -3.053  -5.215  2.123
H  -1.061  -4.595  1.266
H  -2.345  -1.298  5.121
H  -4.423  -1.999  4.393
H  -1.561  2.116  -1.514
H  -2.504  4.353  -1.579
H  -3.476  5.360  0.468
H  -3.511  4.044  2.565
H  -2.543  1.829  2.646
H  -0.201  -2.016  -1.628
H  -1.385  -3.002  -3.501
H  -3.686  -2.262  -4.061
H  -4.773  -0.521  -2.670
H  -3.586  0.481  -0.795
C  1.444  -1.880  0.884
C  0.494  -2.457  1.876
C  0.863  -2.883  3.088
C  0.012  -3.325  4.188
C  -1.212  -2.950  4.603
C  -1.889  -0.856  3.119
C  -0.957  -2.470  1.449
C  -1.699  -3.671  5.760
N  -2.095  -4.217  6.690
H  1.268  -2.348  -0.087
H  2.474  -2.100  1.177
H  1.924  -2.951  3.302
H  0.476  -4.083  4.812
H  -2.156  0.154  3.402
H  -0.933  -2.460  0.356

Atomic partial charges in e from the Löwdin method, atoms 1 to 99: Ir 1.17; C -0.02; C -0.24; C -0.23; C -0.01; C -0.27; C -0.02; C -0.25; C 0.00; C -0.24; C -0.02; C -0.24; C -0.01; H 0.11; H 0.08; H 0.09; H 0.09; H 0.09; H 0.09; H 0.11; H 0.06; H 0.09; H 0.05; H 0.10; H 0.09; H 0.12; H 0.06; H 0.08; H 0.08; H 0.11; H 0.08; S 1.07; C -0.49; C -0.03; C -0.13; N -0.11; C -0.12; C -0.06; C -0.54; C -0.08; C -0.12; N 0.08; C -0.13; C -0.07; H 0.12; H 0.09; H 0.11; H 0.12; H 0.10; H 0.11; H 0.11; H 0.11; C -0.07; C -0.07; C -0.04; C -0.20; C -0.23; C -0.05; Si 0.71; C -0.28; C -0.14; C -0.07; C -0.07; C -0.07; C -0.11; C -0.25; C -0.12; C -0.08; C -0.08; C -0.06; C -0.08; H 0.11; H 0.11; H 0.12; H 0.14; H 0.11; H 0.09; H 0.11; H 0.11; H 0.11; H 0.08; H 0.08; H 0.11; H 0.11; H 0.11; H 0.10; C -0.20; C -0.27; C -0.06; C -0.01; C -0.17; C -0.05; C -0.27; C -0.20; N 0.18; H 0.05; H 0.05; H 0.11; H 0.12

b) The following is a quantum chemistry calculation of C48H47IrN3SSi as an isolated structure, from the OMol25 dataset.

Charge: +1
Molecular weight: 918.3 g mol⁻¹
LUMO energy: -3.40 eV
Frontier orbital gap: 7.66 eV
HOMO: -0.406 Ha

Atoms and positions in Å:
Ir  0.267  0.836  0.173
C  1.177  0.789  3.744
C  1.179  1.573  2.461
C  0.235  2.618  2.239
C  -0.738  3.024  3.314
C  0.344  3.460  1.118
C  -0.585  4.640  1.044
C  1.395  3.285  0.184
C  1.650  4.269  -0.926
C  2.278  2.207  0.357
C  3.409  2.013  -0.620
C  2.198  1.366  1.522
C  3.318  0.394  1.810
H  1.777  1.315  4.492
H  1.606  -0.201  3.610
H  0.181  0.648  4.150
H  -1.769  3.011  2.963
H  -0.525  4.051  3.617
H  -0.681  2.399  4.196
H  -0.258  5.410  1.748
H  -1.600  4.368  1.325
H  -0.622  5.087  0.059
H  1.550  3.808  -1.910
H  2.667  4.656  -0.847
H  0.978  5.117  -0.898
H  4.299  2.548  -0.281
H  3.157  2.397  -1.604
H  3.675  0.965  -0.729
H  3.091  -0.625  1.500
H  3.533  0.365  2.875
H  4.236  0.688  1.311
S  1.666  -3.750  -4.137
C  1.640  -2.477  -2.916
C  1.438  -1.157  -3.314
C  1.299  -0.186  -2.354
N  1.333  -0.429  -1.024
C  1.626  -1.692  -0.668
C  1.788  -2.725  -1.561
C  3.035  -4.724  -3.546
C  2.814  -5.828  -2.736
C  3.913  -6.558  -2.305
N  5.165  -6.263  -2.633
C  5.358  -5.213  -3.425
C  4.335  -4.413  -3.910
H  1.380  -0.894  -4.360
H  1.206  0.854  -2.621
H  1.756  -1.863  0.387
H  2.006  -3.712  -1.183
H  1.811  -6.121  -2.457
H  3.775  -7.423  -1.668
H  6.386  -5.000  -3.691
H  4.549  -3.571  -4.552
C  -5.935  0.328  0.220
C  -5.030  1.332  0.531
C  -3.699  1.014  0.728
C  -3.210  -0.297  0.628
C  -4.156  -1.285  0.359
C  -5.495  -0.981  0.145
Si  -1.402  -0.696  1.081
C  -0.980  -2.451  0.493
C  -0.003  -3.217  1.144
C  0.276  -4.525  0.785
C  -0.411  -5.111  -0.268
C  -1.346  -4.366  -0.968
C  -1.624  -3.061  -0.586
C  -1.600  -0.753  2.984
C  -2.307  0.277  3.614
C  -2.526  0.302  4.982
C  -2.041  -0.722  5.779
C  -1.377  -1.781  5.183
C  -1.168  -1.797  3.811
H  -6.977  0.565  0.051
H  -5.362  2.358  0.620
H  -3.014  1.824  0.972
H  -3.868  -2.327  0.350
H  -6.196  -1.775  -0.070
H  0.575  -2.777  1.947
H  1.023  -5.089  1.328
H  -0.215  -6.140  -0.541
H  -1.869  -4.804  -1.807
H  -2.344  -2.501  -1.169
H  -2.734  1.071  3.024
H  -3.089  1.114  5.423
H  -2.206  -0.710  6.848
H  -1.026  -2.608  5.786
H  -0.689  -2.666  3.396
C  -1.232  1.047  -1.315
C  -1.103  2.249  -2.212
C  -1.691  3.445  -1.780
C  -1.663  4.592  -2.547
C  -1.032  4.571  -3.791
C  -0.494  3.381  -4.275
C  -0.547  2.236  -3.497
C  -0.950  5.772  -4.576
N  -0.873  6.740  -5.189
H  -1.292  0.127  -1.908
H  -2.180  1.139  -0.806
H  -2.209  3.456  -0.830
H  -2.134  5.502  -2.199
H  -0.062  3.351  -5.265
H  -0.207  1.309  -3.938

Atomic partial charges in e from the Löwdin method, atoms 1 to 99: Ir 1.06; C -0.02; C -0.22; C -0.19; C -0.02; C -0.18; C -0.03; C -0.19; C -0.01; C -0.25; C -0.03; C -0.26; C -0.01; H 0.12; H 0.09; H 0.05; H 0.08; H 0.10; H 0.07; H 0.11; H 0.08; H 0.06; H 0.09; H 0.10; H 0.07; H 0.11; H 0.08; H 0.08; H 0.08; H 0.09; H 0.08; S 1.04; C -0.48; C -0.05; C -0.12; N -0.09; C -0.11; C -0.04; C -0.53; C -0.09; C -0.13; N 0.08; C -0.13; C -0.07; H 0.12; H 0.09; H 0.09; H 0.11; H 0.10; H 0.11; H 0.11; H 0.11; C -0.07; C -0.07; C -0.16; C -0.28; C -0.08; C -0.07; Si 0.73; C -0.27; C -0.16; C -0.08; C -0.09; C -0.06; C -0.10; C -0.25; C -0.13; C -0.08; C -0.07; C -0.07; C -0.09; H 0.11; H 0.11; H 0.09; H 0.09; H 0.11; H 0.09; H 0.11; H 0.11; H 0.11; H 0.10; H 0.07; H 0.11; H 0.11; H 0.11; H 0.07; C -0.24; C -0.26; C -0.05; C -0.02; C -0.23; C -0.02; C -0.05; C -0.18; N 0.17; H 0.07; H 0.00; H 0.10; H 0.13

b) is favored, and the nearest alternative lies 0.0508 hartree above it.